Record 1
43
Properties=species:S:1:pos:R:3:forces:R:3:nbo_charge:R:1 method="wB97M-V/def2-TZVPD" lumo_energy_ev=-0.4 total_energy_ha=-3518.51126 spin_multiplicity=1 de_lowest_ev=0.0000
I -3.249 2.239 2.790 0.00 0.00 0.00 0.149
Ni -0.573 -0.753 -0.430 -0.99 -0.15 0.18 1.107
Cl 1.847 4.737 3.245 0.00 0.01 0.01 -0.011
O -0.692 -2.696 -3.892 -0.04 -0.02 -0.01 -0.544
O -0.014 -4.485 -1.667 -0.04 -0.03 0.00 -0.544
O -1.436 0.490 0.832 0.31 -0.11 -0.18 -0.774
N -0.477 -2.197 -1.621 0.25 0.13 0.03 -0.718
N -0.218 -2.080 0.900 0.04 0.00 -0.02 -0.446
N -1.097 0.237 -1.980 0.04 -0.01 -0.01 -0.446
N 1.147 0.653 0.176 0.32 0.03 -0.07 -0.503
C -0.735 1.429 1.373 0.04 0.14 0.10 0.295
C -0.731 -1.947 -2.946 0.08 0.08 0.01 0.638
C 0.889 3.476 2.523 -0.05 -0.01 0.01 -0.066
C 1.485 2.571 1.614 -0.02 -0.01 0.00 -0.115
C -0.169 -3.429 -1.102 0.09 0.06 0.05 0.638
C -1.102 -0.486 -3.109 0.00 -0.05 0.04 0.130
C 0.246 -4.395 1.210 -0.01 0.01 -0.05 -0.207
C -1.792 1.400 -4.377 0.00 0.02 0.01 -0.145
C 0.329 -4.193 2.578 0.00 0.01 0.01 -0.145
C -0.031 -3.310 0.403 -0.03 0.02 -0.05 0.130
C -1.238 2.361 2.275 -0.02 -0.09 -0.06 -0.260
C 0.670 1.565 1.054 -0.05 -0.04 -0.02 0.148
C -0.143 -1.879 2.215 0.00 -0.03 0.01 0.078
C -1.788 2.142 -3.205 0.00 -0.01 -0.01 -0.242
C 2.841 2.592 1.218 0.01 0.00 0.00 -0.137
C 0.131 -2.918 3.087 0.00 -0.01 -0.01 -0.242
C -0.436 3.367 2.839 0.06 0.04 0.01 -0.219
C 3.301 1.662 0.330 0.00 0.00 0.00 -0.258
C 2.409 0.697 -0.173 -0.02 0.05 0.05 0.057
C -1.434 1.525 -2.018 -0.01 0.00 -0.03 0.078
C -1.443 0.060 -4.330 0.02 -0.04 0.02 -0.207
H -2.060 3.188 -3.201 0.00 0.00 0.00 0.232
H 4.334 1.656 0.011 0.00 0.00 0.00 0.225
H -1.429 -0.580 -5.202 0.00 0.00 0.00 0.254
H -1.429 2.051 -1.075 0.00 -0.01 0.01 0.230
H -2.068 1.862 -5.315 0.00 0.00 0.00 0.227
H 0.383 -5.361 0.744 0.00 0.00 0.00 0.254
H 0.541 -5.020 3.242 0.00 0.00 0.00 0.227
H 2.746 -0.054 -0.880 0.01 0.00 0.00 0.199
H -0.321 -0.870 2.558 -0.01 0.01 -0.01 0.230
H 3.498 3.348 1.625 0.00 0.00 0.00 0.234
H 0.181 -2.723 4.148 0.00 0.00 0.00 0.232
H -0.875 4.067 3.536 0.00 0.00 0.00 0.239


Record 2
47
Properties=species:S:1:pos:R:3:forces:R:3:nbo_charge:R:1 method="wB97M-V/def2-TZVPD" lumo_energy_ev=-0.7 total_energy_ha=-1754.31681 smiles=N#Cc1c(-c2cnc(C(F)(F)F)nc2)c2c(N)ncnn2c1Cc1cn(-c2ccccc2F)nn1 spin_multiplicity=1
F -5.395 1.662 -6.167 1.34 1.54 1.20 -0.313
F -6.435 2.957 -4.805 2.34 0.12 0.02 -0.322
F -5.006 3.852 -6.225 0.38 -1.57 1.52 -0.316
F 2.957 -1.513 5.397 -1.22 -1.65 -0.64 -0.335
N -3.745 3.483 -3.306 0.32 0.87 -0.86 -0.410
N 0.251 -2.296 2.114 -0.43 -1.92 -2.11 -0.041
N -2.346 2.609 1.705 2.00 -0.49 -2.22 -0.300
N 0.135 -1.244 1.310 1.49 -0.17 3.89 -0.209
N 1.169 1.055 -0.951 0.02 -0.23 -1.79 -0.135
N 2.238 0.245 -1.031 1.38 -1.21 -0.90 -0.269
N -3.457 1.377 -4.211 1.55 -1.24 0.12 -0.396
N 0.613 1.827 -4.605 0.48 -0.37 2.75 -0.809
N 2.134 0.556 -3.372 2.29 -1.55 -0.66 -0.525
N 1.076 -2.148 3.179 -1.41 5.29 -2.24 -0.186
C 2.794 -5.202 5.727 -1.81 2.07 -1.10 -0.222
C -2.437 1.183 -3.288 -0.44 2.12 -1.84 0.093
C -1.885 2.219 -2.523 -2.19 -0.27 -0.35 -0.135
C 1.148 -4.485 3.908 1.00 -1.68 2.36 -0.219
C -4.003 2.569 -4.329 0.91 0.32 4.24 0.293
C -2.695 3.337 -2.429 -1.52 0.40 -2.28 0.094
C -5.169 2.775 -5.370 -2.44 -0.10 -1.31 0.958
C 1.121 1.325 -3.345 -1.82 0.05 -2.35 0.454
C 0.844 -0.208 1.997 -0.84 -3.17 0.79 0.059
C 1.526 -3.143 4.062 0.71 0.15 1.53 0.089
C 0.411 1.426 -2.115 0.98 0.75 1.63 0.031
C 2.632 -0.066 -2.255 0.23 0.09 1.30 0.227
C 1.106 1.166 1.612 1.46 0.60 -1.85 -0.469
C -1.602 2.336 0.835 -2.22 0.24 1.47 0.263
C 3.030 -3.816 5.959 -0.15 0.93 -1.73 -0.251
C 1.332 -0.747 3.127 1.79 -1.36 1.40 -0.065
C -0.741 2.008 -1.696 0.00 -1.28 3.43 -0.062
C -0.720 1.859 -0.190 1.37 0.90 -0.90 -0.199
C 1.783 -5.503 4.775 -1.07 -0.37 -1.87 -0.191
C 2.436 -2.794 5.169 0.35 -1.55 -0.63 0.374
C 0.535 1.342 0.202 -1.19 1.49 -0.31 0.258
H -0.030 2.623 -4.573 0.62 -0.54 -0.19 0.401
H 1.378 -6.568 4.447 1.36 2.13 1.34 0.232
H -1.829 0.305 -3.267 -0.54 -1.15 -0.35 0.212
H 3.859 -3.433 6.564 -0.49 -0.47 0.16 0.237
H 0.727 1.882 2.337 -0.56 0.10 -0.30 0.263
H -2.385 4.125 -1.707 -1.02 -0.29 -0.64 0.222
H 3.477 -0.895 -2.334 -1.98 2.17 0.02 0.220
H 2.248 1.312 1.668 -1.66 -0.07 -0.68 0.258
H 3.373 -5.867 6.327 -0.06 -0.78 0.02 0.233
H 1.213 1.679 -5.415 -0.25 0.21 0.53 0.417
H 2.010 -0.267 3.811 -0.11 -0.13 0.20 0.232
H 0.321 -4.899 3.280 1.08 1.10 0.22 0.261


Record 3
45
Properties=species:S:1:pos:R:3:forces:R:3:mulliken_spin:R:1 method="wB97M-V/def2-TZVPD" lumo_energy_ev="-1.2 / -3.4" total_energy_ha=-2980.83219 spin_multiplicity=6
Fe 0.202 -0.714 -0.602 -0.34 -1.42 -0.97 3.962
F -5.588 -2.011 1.001 1.55 0.42 -1.72 0.000
F -6.407 -0.162 -0.771 0.89 -0.07 0.37 0.001
F -2.985 -3.198 0.671 -0.47 0.96 -0.39 0.002
F -2.094 0.510 -2.352 1.18 -0.48 -0.14 0.002
F -4.641 1.210 -2.272 0.42 -0.49 -0.04 -0.001
O -0.180 -0.946 1.357 -0.09 0.16 -0.15 0.182
O 1.744 -0.769 -1.987 0.85 1.56 -0.11 0.240
O -1.243 -1.979 -1.151 0.73 0.93 0.26 0.069
O 3.508 -0.817 -4.412 -1.01 0.81 0.70 0.011
N 1.059 0.864 0.275 1.23 -0.09 -1.67 0.121
N 0.806 1.076 1.542 -0.14 1.93 1.23 0.177
C 2.473 1.533 -1.694 -1.05 0.52 1.51 0.071
C -0.417 1.013 5.674 -0.41 -0.55 2.48 0.000
C -4.664 -1.551 0.036 -0.69 -1.82 2.51 -0.006
C 3.245 0.276 -3.615 1.95 0.31 -1.27 0.035
C -1.296 -0.916 3.901 0.09 1.03 0.66 0.000
C -0.001 1.058 4.369 0.83 0.71 0.04 0.006
C 0.116 0.078 2.062 -1.04 -1.92 0.59 -0.001
C 3.775 2.652 -3.425 0.24 1.54 0.89 0.066
C -5.091 -0.502 -0.745 -0.90 0.21 -0.87 0.013
C -0.389 0.056 3.489 0.43 0.46 -1.14 0.000
C 3.159 2.702 -2.190 -1.66 -0.50 -0.04 -0.071
C 2.484 0.257 -2.386 -1.05 -0.21 0.04 0.146
C -2.464 -1.498 -0.984 -0.04 -0.01 0.91 -0.018
C -2.877 -0.299 -1.626 -2.12 -0.28 0.15 0.021
C -1.771 -0.895 5.211 0.70 -0.12 -0.92 0.001
C -4.218 0.118 -1.614 0.29 0.00 1.03 0.001
C -1.246 -0.029 6.138 0.36 0.26 -0.38 0.001
C 3.558 -2.116 -3.876 0.80 -1.98 0.14 0.001
C -3.380 -2.115 -0.028 0.04 1.41 -1.77 0.007
C 1.735 1.759 -0.428 1.23 0.15 -1.43 -0.032
C 3.883 1.458 -4.125 -1.52 -1.66 1.37 -0.015
H -2.513 -1.607 5.445 -0.57 -0.83 0.59 0.000
H 4.410 1.449 -5.069 -0.05 -0.42 0.02 0.003
H 0.721 1.827 4.064 -0.50 -0.34 -0.06 0.001
H 1.858 2.793 -0.086 -0.10 -0.48 0.59 0.004
H -1.401 -0.247 7.197 -0.24 0.66 -0.26 0.000
H 2.736 -2.478 -3.238 -0.04 0.77 -0.42 -0.001
H 4.489 -2.294 -3.273 -0.55 0.41 -0.55 0.001
H -1.660 -1.670 3.256 -0.18 -0.53 -0.84 0.002
H -0.117 1.682 6.506 0.27 -0.04 -1.17 0.000
H 2.869 3.638 -1.656 0.91 -0.68 -0.60 -0.002
H 4.211 3.588 -3.824 -0.27 -0.76 0.15 0.003
H 3.601 -2.784 -4.767 0.04 0.47 0.69 0.000


Record 4
46
Properties=species:S:1:pos:R:3:forces:R:3:nbo_charge:R:1 method="wB97M-V/def2-TZVPD" lumo_energy_ev=-4.4 total_energy_ha=-4396.81929 total_charge=+1 spin_multiplicity=1 de_lowest_ev=0.2063
Bi -0.147 0.065 -0.738 0.40 0.88 0.56 1.502
Se -1.597 -7.658 -1.907 -0.04 -0.50 -0.02 1.062
S 4.095 1.187 -1.772 -0.10 0.11 -0.03 2.296
O 5.062 0.145 -1.916 0.05 -0.01 0.13 -0.909
O 1.456 0.600 0.773 -0.36 0.08 -0.38 -0.782
O 3.762 1.993 -2.905 -0.06 0.04 0.10 -0.912
O -1.153 0.485 2.217 0.05 0.00 -0.03 -0.482
N 2.690 0.537 -1.129 0.12 -0.06 0.04 -0.834
N -2.320 -6.217 -2.595 -0.33 0.48 -0.29 -0.600
N -0.522 -6.758 -0.849 0.35 0.22 0.34 -0.617
N -1.641 -1.497 -1.895 0.03 -0.27 -0.03 -0.530
N 0.318 -2.067 -0.113 0.10 -0.41 -0.08 -0.519
C 1.314 -2.312 0.740 -0.05 0.09 -0.03 0.104
C 1.709 -3.603 1.054 0.01 -0.18 0.01 -0.223
C 5.357 3.893 1.043 0.01 -0.08 -0.03 -0.170
C 1.043 -4.669 0.492 -0.02 0.09 0.02 -0.071
C -2.990 -3.435 -3.330 0.08 0.03 0.06 -0.085
C 2.498 0.962 0.082 0.06 -0.22 -0.07 0.588
C 5.383 3.199 -0.163 0.15 -0.05 -0.11 -0.181
C 3.482 2.581 1.830 -0.03 -0.05 -0.05 -0.174
C -3.199 -2.097 -3.589 -0.06 -0.07 -0.05 -0.222
C -1.392 -2.794 -1.653 -0.45 -0.02 -0.41 0.241
C 4.430 3.576 2.030 -0.02 0.01 0.09 -0.196
C -0.353 -3.097 -0.683 0.34 -0.37 0.30 0.165
C -2.502 -1.155 -2.844 0.01 0.05 0.09 0.073
C 3.488 1.918 0.615 0.09 0.25 0.09 -0.090
C -2.994 -0.325 0.908 -0.19 -0.04 0.29 -0.741
C -2.072 -3.805 -2.345 0.10 0.38 0.05 -0.079
C -1.588 0.130 1.171 0.05 -0.12 -0.36 0.350
C -0.017 -4.424 -0.384 0.09 0.49 0.02 -0.086
C -0.745 -5.483 -1.051 -0.25 -0.25 -0.25 0.167
C -1.756 -5.179 -2.028 0.22 -0.42 0.16 0.085
C 4.442 2.213 -0.347 -0.27 -0.21 -0.09 -0.297
H -3.885 -1.776 -4.359 0.00 0.01 0.01 0.252
H 6.068 4.690 1.211 0.01 -0.01 0.03 0.232
H -2.975 -1.339 0.503 -0.01 0.00 -0.03 0.231
H -3.499 -4.213 -3.885 -0.04 0.02 0.00 0.258
H -3.463 0.322 0.164 0.04 0.01 -0.03 0.240
H 6.109 3.428 -0.932 -0.01 0.04 0.01 0.244
H 1.791 -1.440 1.167 0.03 -0.03 -0.02 0.261
H 4.433 4.123 2.964 0.04 0.00 -0.01 0.229
H -3.578 -0.311 1.829 0.01 0.03 -0.03 0.254
H 2.544 -3.755 1.721 -0.03 0.03 0.04 0.255
H 1.326 -5.692 0.701 -0.01 0.00 0.01 0.259
H -2.628 -0.092 -3.018 -0.06 -0.02 -0.02 0.218
H 2.752 2.333 2.589 -0.04 0.05 -0.02 0.235